(1)
ORCA calculation (the ωB97M-V functional and the def2-TZVPD basis) on a 2-piece molecular cluster, C5H14 overall in a non-equilibrium geometry.

The calculation puts the HOMO-LUMO gap at 0.438 Ha. The relative energy (zero: lowest compared OMol25 entry of this formula, charge and spin) is 155.4 kJ/mol. The net charge is 0. Its max |F| is 3.7 eV/A.

Each line ends with the Mulliken charge.
Geometry (Å):
C (1.0476, -0.3317, 2.0605)  -0.980
C (1.4845, -0.1173, 0.5853)  -0.377
C (1.0172, 1.2305, -0.0880)  -1.054
H (0.3468, -1.1616, 2.0281)  0.303
H (1.9263, -0.2749, 2.7408)  0.314
H (0.6408, 0.5872, 2.5125)  0.254
H (1.0174, -0.9043, -0.0050)  0.165
H (2.5738, -0.1409, 0.5574)  0.432
H (1.9834, 1.7308, -0.3340)  0.351
H (0.8125, 2.0893, 0.5589)  0.329
H (0.4363, 1.0497, -0.9723)  0.235
C (-1.9068, -0.2143, -0.4453)  -0.265
C (-1.4500, -0.6874, -1.8094)  -1.039
H (-2.5848, -1.0233, -0.1102)  0.297
H (-1.0113, -0.0802, 0.1711)  -0.142
H (-2.4518, 0.7289, -0.4790)  0.238
H (-0.5972, -1.4013, -1.9934)  0.291
H (-1.1294, 0.1364, -2.4982)  0.299
H (-2.1552, -1.2155, -2.4796)  0.350

Cartesian forces, eV/Å:
C 0.8 1.8 -0.1
C -0.9 1.3 0.5
C 3.3 0.4 0.8
H 0.3 -0.1 1.2
H -0.3 -1.7 -0.4
H -1.0 -0.2 -0.7
H 0.6 -0.2 -0.1
H -0.1 -0.4 -0.4
H -0.3 -0.6 -1.1
H -1.6 -0.7 0.4
H -0.4 0.5 -0.1
C 0.1 -1.3 -0.3
C 1.1 0.0 -3.5
H 0.4 0.7 0.6
H -0.7 -0.2 0.3
H 0.0 -0.1 -0.1
H -0.4 0.6 1.5
H -0.2 -0.2 0.7
H -0.6 0.4 0.8



(2)
ORCA calculation (the ωB97M-V functional and the def2-TZVPD basis) on C20H37O2S4Si2Sr as an isolated structure in a non-equilibrium geometry.

The calculation puts the HOMO-LUMO gap at 0.181 Ha. The relative energy (zero: lowest compared OMol25 entry of this formula, charge and spin) is 206.5 kJ/mol. The net charge is -1. Its max |F| is 2.1 eV/A.

Each line ends with the Mulliken charge.
Geometry (Å):
Sr (0.6999, -0.0462, -0.0696)  0.477
C (0.0652, -2.5652, 3.5760)  -0.613
C (0.8069, -1.8096, 2.4976)  0.269
S (1.4057, -0.1095, 2.8290)  -0.007
C (2.9452, -0.3849, 1.8321)  0.668
C (3.5720, 0.6971, 0.9393)  -0.255
S (3.5436, 0.2174, -0.8522)  -0.035
C (3.8029, -1.6021, -0.8224)  -0.852
C (2.5641, -2.5316, -0.7991)  0.853
S (2.9925, -4.0776, 0.0958)  -0.244
C (1.3414, -4.5984, 0.6991)  -0.228
C (1.2556, -4.7960, 2.2290)  -0.987
S (-0.3077, -4.2539, 2.9974)  -0.123
H (-0.9078, -2.1194, 3.7849)  0.205
H (0.6439, -2.5949, 4.4996)  0.446
H (0.1887, -1.8870, 1.5880)  -0.075
H (1.7271, -2.3631, 2.3178)  0.141
H (2.6738, -1.1936, 1.1649)  -1.393
H (3.7054, -0.8420, 2.4665)  0.499
H (4.6040, 0.8712, 1.2367)  0.468
H (3.0715, 1.6716, 0.9364)  0.135
H (4.4548, -1.8509, 0.0164)  0.504
H (4.3647, -1.8502, -1.7222)  0.428
H (2.1706, -2.7247, -1.7943)  0.504
H (1.7280, -2.1853, -0.1985)  -1.133
H (1.0807, -5.5296, 0.1987)  0.524
H (0.6128, -3.8609, 0.3637)  0.004
H (2.0963, -4.3242, 2.7379)  0.426
H (1.3190, -5.8588, 2.4617)  0.441
C (-1.4948, 1.4451, -3.0962)  -0.952
Si (-0.1220, 0.1125, -3.1164)  0.494
C (-0.7225, -1.0980, -4.4862)  -1.336
C (1.3026, 1.0113, -4.0525)  -1.179
H (-1.6057, 1.9288, -4.0749)  0.480
H (-1.2744, 2.2184, -2.3546)  0.081
H (-2.4614, 1.0101, -2.8236)  0.197
H (-0.9881, -0.5586, -5.4043)  0.346
H (-1.6010, -1.6651, -4.1643)  0.280
H (0.0580, -1.8227, -4.7400)  0.273
H (0.9742, 1.3910, -5.0287)  0.379
H (2.1549, 0.3448, -4.2232)  0.235
H (1.6692, 1.8615, -3.4683)  0.271
C (-2.7517, 0.2618, 2.7265)  -1.415
Si (-2.2918, 0.4750, 0.8577)  0.168
C (-3.8223, -0.3480, 0.0510)  -1.286
C (-2.6056, 2.3487, 0.6356)  0.363
C (-3.5809, 2.8767, -0.2132)  0.068
C (-3.7612, 4.2478, -0.3593)  -0.568
C (-2.9660, 5.1345, 0.3509)  -0.419
C (-1.9853, 4.6362, 1.2014)  -0.640
C (-1.8098, 3.2673, 1.3301)  -0.275
H (-3.7394, 0.6762, 2.9588)  0.447
H (-2.0255, 0.7449, 3.3882)  0.330
H (-2.7728, -0.8053, 2.9801)  0.277
H (-4.7621, 0.0356, 0.4654)  0.360
H (-3.7905, -1.4272, 0.2276)  0.297
H (-3.8431, -0.2043, -1.0328)  0.280
H (-4.2120, 2.2036, -0.7836)  0.236
H (-4.5217, 4.6238, -1.0349)  0.345
H (-3.0992, 6.2039, 0.2362)  0.352
H (-1.3456, 5.3191, 1.7491)  0.362
H (-1.0134, 2.8987, 1.9707)  0.193
O (2.7961, 3.5379, -0.0515)  -0.735
C (1.6594, 3.3019, -0.4725)  -0.350
O (0.9696, 2.2607, -0.2385)  -0.367
H (1.1652, 4.0537, -1.1199)  0.362

Cartesian forces, eV/Å:
Sr -1.4 1.3 -0.9
C 0.0 0.2 0.1
C 0.3 -0.4 -0.1
S 0.2 -0.2 -0.1
C 0.3 -0.3 -0.1
C 0.0 -0.1 0.0
S 0.2 -0.1 0.1
C 0.0 -0.2 0.0
C 0.2 -0.1 0.3
S -0.1 0.0 0.0
C 0.0 0.0 0.0
C 0.0 0.0 0.0
S 0.0 0.0 0.0
H 0.0 0.0 0.0
H 0.0 0.0 0.0
H -0.1 0.3 0.2
H 0.0 0.0 -0.1
H 0.0 -0.2 0.2
H -0.1 0.2 0.2
H 0.0 0.0 0.0
H 0.0 0.0 0.0
H 0.0 0.1 0.0
H 0.0 0.2 0.0
H 0.1 0.0 0.0
H 0.1 0.1 -0.1
H 0.0 0.0 0.0
H 0.0 0.0 0.0
H 0.0 0.0 0.0
H 0.0 0.0 0.0
C 0.0 0.0 0.0
Si 0.2 -0.3 0.0
C -0.1 0.0 0.0
C 0.0 0.1 0.0
H 0.0 0.0 0.0
H 0.0 0.0 0.0
H 0.0 0.0 0.0
H 0.0 0.0 0.0
H 0.0 0.0 0.0
H 0.0 0.0 0.0
H 0.0 0.0 0.0
H 0.0 0.0 0.0
H 0.0 0.0 0.0
C 0.0 0.0 0.0
Si 0.0 -0.3 0.3
C 0.0 0.1 -0.1
C 0.0 0.0 0.0
C 0.0 0.0 0.0
C 0.0 0.0 0.0
C 0.0 0.0 0.0
C 0.0 0.0 0.0
C 0.0 0.0 0.0
H 0.0 0.0 0.0
H 0.0 0.0 0.0
H 0.0 0.0 0.0
H 0.0 0.0 0.0
H 0.0 0.0 0.0
H 0.0 0.0 0.0
H 0.0 0.0 0.0
H 0.0 0.0 0.0
H 0.0 0.0 0.0
H 0.0 0.0 0.0
H 0.0 0.0 0.0
O 0.0 0.0 0.0
C 0.0 0.0 0.0
O 0.1 -0.1 0.0
H 0.0 0.0 0.0



(3)
ORCA calculation (the ωB97M-V functional and the def2-TZVPD basis) on a 17-piece molecular cluster, C6H44FN2O16 overall in a non-equilibrium geometry.

The calculation puts the HOMO-LUMO gap at 0.129 Ha. The net charge is -1. Its max |F| is 2.7 eV/A.

Each line ends with the Mulliken charge.
Geometry (Å):
C (2.1019, 0.7131, -0.3970)  -0.880
C (1.1254, 0.2844, -1.4674)  0.556
C (1.0691, 1.1562, -2.7017)  -0.823
N (0.4082, -0.7486, -1.3487)  -0.552
N (-0.8520, -0.6264, -0.4944)  -0.397
C (-1.9040, -0.1533, -1.3510)  -0.260
C (-2.6191, 1.1234, -0.8496)  0.084
C (-1.7208, 2.1174, -0.1581)  -0.435
F (-1.2365, 1.7002, 1.0837)  -0.280
H (2.6853, -0.1504, -0.1173)  0.084
H (2.8110, 1.4334, -0.7956)  0.466
H (1.5755, 1.0934, 0.4784)  0.142
H (0.0450, 1.4705, -2.8854)  -0.088
H (1.3848, 0.5325, -3.5368)  0.377
H (1.7161, 2.0304, -2.6422)  0.384
H (-1.5503, -0.0130, -2.3750)  0.203
H (-2.6891, -0.9333, -1.4267)  0.121
H (-3.4629, 0.8427, -0.2282)  0.119
H (-3.0145, 1.6366, -1.7267)  -0.176
H (-0.9167, 2.4419, -0.8133)  0.130
H (-2.3110, 3.0088, 0.0498)  0.374
O (-1.3976, -2.9681, 1.2185)  -0.746
H (-1.3108, -2.1125, 0.7306)  0.457
H (-1.6457, -3.5923, 0.5306)  0.293
O (3.5006, -1.7829, 1.2020)  -0.626
H (2.7973, -2.3805, 0.9241)  0.292
H (3.2589, -1.5431, 2.1021)  0.307
O (-1.2732, -2.5758, -3.5314)  -0.700
H (-0.8527, -2.5390, -4.3942)  0.282
H (-0.7891, -1.9160, -2.9942)  0.431
O (5.0385, 1.1290, 0.7351)  -0.643
H (4.4852, 1.5471, 1.4039)  0.298
H (4.8402, 0.1894, 0.8384)  0.317
O (-0.8318, -5.9900, 0.5845)  -0.708
H (-0.6165, -5.9007, 1.5183)  0.319
H (-0.0430, -5.6794, 0.1270)  0.327
O (5.0706, 0.9133, 3.7660)  -0.595
H (5.1599, 0.9619, 4.7229)  0.292
H (5.9564, 1.0998, 3.4425)  0.308
O (-1.2078, 3.0619, 4.1249)  -0.751
H (-0.9957, 2.8711, 3.2004)  0.387
H (-1.6757, 2.2709, 4.4145)  0.329
O (-1.6387, 2.9608, -3.5275)  -0.523
H (-1.5173, 3.7788, -4.0164)  0.218
H (-1.8684, 2.3146, -4.2045)  0.249
O (-2.1505, -8.3609, -0.6501)  -0.645
H (-3.0179, -8.1298, -0.3076)  0.300
H (-1.5883, -7.6257, -0.3640)  0.386
O (4.2380, -2.8596, 3.8497)  -0.635
H (4.8391, -3.4986, 3.4564)  0.320
H (4.7111, -2.0213, 3.7809)  0.316
O (-4.6679, 3.4253, 0.2101)  -0.562
H (-4.6617, 3.6808, 1.1380)  0.283
H (-5.5454, 3.6706, -0.0988)  0.261
O (-1.0786, 2.5186, -6.3573)  -0.607
H (-0.4853, 1.8865, -6.7755)  0.305
H (-0.6275, 3.3633, -6.4501)  0.306
O (-4.6227, 2.1407, -5.3531)  -0.661
H (-4.4277, 2.2314, -4.4131)  0.349
H (-3.7974, 2.3744, -5.7923)  0.322
O (-5.3697, -0.2932, 0.1457)  -0.631
H (-5.9237, -1.0485, -0.0729)  0.286
H (-4.9187, -0.5547, 0.9558)  0.310
O (0.8960, 1.4136, 5.5222)  -0.658
H (0.8016, 0.6444, 4.9517)  0.321
H (0.2020, 2.0208, 5.2263)  0.372
O (7.0505, 0.5670, 5.8460)  -0.596
H (7.1154, 0.6213, 6.8047)  0.295
H (7.9407, 0.7552, 5.5327)  0.299

Cartesian forces, eV/Å:
C -0.1 0.4 -0.4
C 0.9 -0.5 0.5
C 0.7 -0.5 -0.4
N -2.1 1.2 -1.4
N 0.6 -1.2 1.5
C -0.2 -0.7 0.1
C 0.7 -0.6 0.0
C -0.8 0.6 -0.4
F 0.2 0.1 0.3
H -0.1 -0.2 0.2
H 0.0 0.4 0.2
H -0.1 0.1 0.1
H -0.1 -0.1 0.1
H 0.0 0.1 -0.3
H 0.1 0.1 0.0
H 0.1 0.2 -0.1
H -0.3 0.1 -0.2
H 0.0 0.2 0.2
H -0.3 0.2 0.0
H 0.5 -0.3 0.2
H 0.0 0.2 0.0
O -0.2 -0.2 0.3
H 0.5 0.4 -0.5
H 0.0 0.0 0.0
O 0.3 -0.1 0.0
H -0.1 0.2 -0.1
H -0.1 -0.1 0.0
O 0.1 0.1 0.0
H 0.1 0.0 0.0
H 0.1 -0.1 0.2
O 0.3 0.0 0.2
H 0.0 0.0 0.0
H -0.1 0.0 -0.1
O 0.1 -0.3 -0.1
H -0.1 0.2 0.0
H -0.1 0.2 0.0
O -0.2 -0.1 -0.1
H 0.1 0.0 0.0
H 0.0 0.0 -0.1
O 0.1 -0.2 0.1
H 0.0 0.0 -0.1
H -0.2 0.1 -0.1
O -0.3 0.2 0.1
H 0.0 0.0 0.0
H 0.2 -0.1 0.0
O 0.0 -0.1 0.0
H 0.0 0.0 0.0
H 0.0 0.1 0.1
O 0.1 0.1 0.3
H -0.1 0.0 -0.1
H 0.0 0.0 0.0
O -0.2 0.2 0.1
H 0.1 -0.1 0.0
H 0.0 -0.1 0.0
O -0.1 0.1 -0.2
H 0.0 -0.1 0.1
H 0.0 0.0 0.0
O 0.1 0.1 0.0
H 0.0 -0.1 0.0
H 0.0 -0.1 0.0
O -0.4 -0.1 0.2
H 0.1 0.0 -0.1
H 0.2 0.0 -0.1
O -0.1 -0.1 0.1
H 0.1 0.0 0.0
H 0.2 0.1 -0.1
O 0.1 0.0 0.2
H -0.1 0.0 0.0
H 0.0 0.0 0.0



(4)
ORCA calculation (the ωB97M-V functional and the def2-TZVPD basis) on a 2-piece molecular cluster, C2H7N4O overall in a non-equilibrium geometry.

The calculation puts the HOMO-LUMO gap at 0.394 Ha. The relative energy (zero: lowest compared OMol25 entry of this formula, charge and spin) is 172.4 kJ/mol. The net charge is +1. Its max |F| is 4.1 eV/A.

Each line ends with the Mulliken charge.
Geometry (Å):
C (-2.0460, -0.2845, 0.4140)  0.489
C (0.9647, 0.5707, -0.8243)  0.011
N (-2.5828, 0.6843, 0.0458)  -0.312
N (1.1250, -0.7114, -0.6549)  0.221
N (0.5290, 1.2899, 0.1759)  -0.264
N (1.2910, -1.2061, 0.6154)  -0.785
O (-1.2468, -1.0681, 0.6519)  -0.487
H (1.1668, 1.1035, -1.6960)  0.412
H (-3.4843, 1.1364, -0.1761)  0.302
H (1.4362, -1.3484, -1.3611)  0.240
H (1.4206, -2.1800, 0.6589)  0.310
H (0.4420, 2.1866, -0.1400)  0.226
H (0.5687, 0.9868, 1.1406)  0.284
H (0.4158, -1.1595, 1.1498)  0.352

Cartesian forces, eV/Å:
C -0.6 1.1 -0.8
C -0.4 -1.9 1.8
N -2.8 2.7 -1.0
N 0.8 -0.4 -0.8
N 0.7 -1.6 0.2
N -0.5 0.9 2.4
O 0.9 -2.9 1.2
H 0.0 0.1 -1.8
H 1.1 -0.9 0.5
H 0.2 0.3 -0.7
H 0.8 -1.5 -0.8
H -0.5 3.2 0.5
H -0.1 0.3 -0.1
H 0.3 0.5 -0.4



(5)
ORCA calculation (the ωB97M-V functional and the def2-TZVPD basis) on C16H9BrF6N4OSSbV as an isolated structure in a non-equilibrium geometry.

The calculation puts the HOMO-LUMO gap (spin up / spin down) at 0.179 / 0.142 Ha. Its spin multiplicity is 4. The net charge is +1. Its max |F| is 4.9 eV/A.

Each line ends with the Mulliken charge.
Geometry (Å):
V (5.9068, 11.0922, 17.7139)  1.194
Br (4.8485, 7.2278, 6.2019)  -0.062
C (5.2191, 6.8214, 8.0460)  0.093
C (4.4472, 5.9956, 8.9104)  -0.419
C (4.9214, 5.6606, 10.1620)  -0.170
C (6.0642, 6.2034, 10.6828)  -0.016
C (6.8319, 6.9523, 9.8550)  0.076
C (6.4827, 7.3251, 8.5479)  -0.743
N (6.2364, 6.2483, 12.0393)  -0.310
N (6.8367, 7.3355, 12.4558)  0.262
C (6.6206, 7.7314, 13.7062)  0.482
C (6.1751, 6.7461, 14.6839)  -0.726
C (5.8631, 7.2040, 15.9404)  -0.465
C (6.1771, 8.5926, 16.2683)  0.942
O (5.7921, 9.0325, 17.4093)  -0.644
C (6.6884, 9.4440, 15.2809)  0.213
N (6.7044, 10.7300, 15.6469)  -0.022
C (6.9940, 11.6851, 14.6557)  -0.406
C (7.6119, 11.3216, 13.4274)  -0.846
C (7.5039, 9.9803, 13.0932)  -0.379
C (6.9404, 9.0824, 14.0077)  0.499
H (3.4509, 5.5820, 8.6954)  0.403
H (4.3992, 5.0303, 10.8888)  0.410
H (7.7279, 7.3017, 10.3523)  0.484
H (7.0648, 7.9273, 7.8947)  0.487
H (6.0657, 5.6972, 14.2840)  0.507
H (5.3168, 6.5598, 16.6464)  0.465
H (6.7452, 12.6956, 14.9037)  0.553
H (8.1774, 12.0296, 12.8545)  0.470
H (8.0035, 9.5505, 12.2465)  0.512
F (5.5010, 12.6917, 16.9916)  -0.497
Sb (4.7975, 11.1859, 22.2159)  1.650
F (6.7501, 11.4011, 21.9601)  -0.569
F (4.8879, 9.3707, 22.8199)  -0.549
F (7.6979, 11.6521, 18.1547)  -0.576
F (4.9510, 10.9653, 19.3791)  -0.523
F (4.6265, 12.2638, 23.8240)  -0.566
S (3.1827, 10.7208, 16.6077)  -0.104
C (3.3543, 10.1324, 15.0490)  0.373
N (3.6163, 9.7135, 13.9907)  -0.483

Cartesian forces, eV/Å:
V 0.7 2.2 1.9
Br -0.2 -0.4 1.5
C 1.2 0.1 0.4
C -0.4 -0.3 -0.4
C -1.5 -1.3 0.5
C -1.0 -0.6 0.3
C 2.1 2.7 -2.1
C -2.0 -2.0 1.2
N 1.8 2.6 -1.0
N -2.0 -2.9 1.5
C 1.2 -0.9 -1.0
C -0.6 0.1 0.6
C 0.2 -1.3 -1.3
C -2.7 -1.5 3.8
O 1.2 -0.2 -2.4
C 0.3 3.3 0.3
N -0.2 2.2 -2.1
C 0.2 -2.2 1.6
C -0.9 -1.2 1.5
C 0.7 0.4 0.6
C 0.5 -0.7 -1.0
H 0.7 0.4 -0.5
H -0.5 0.1 -0.8
H 0.3 0.3 -0.7
H 0.6 0.4 -0.1
H -0.1 1.3 0.9
H 0.6 0.5 -0.1
H 0.2 0.4 0.4
H -0.3 0.3 -0.4
H -0.2 0.2 -0.6
F 0.2 -1.0 0.5
Sb 1.2 0.7 -0.1
F -1.7 -0.3 0.4
F 0.1 0.5 0.2
F -2.9 -1.3 -0.8
F 1.4 0.0 -2.6
F 0.3 -0.8 -0.5
S 0.6 -0.1 -0.1
C 0.7 -0.1 -0.1
N -0.1 0.1 0.6



What did the fifth record say?
ORCA calculation (the ωB97M-V functional and the def2-TZVPD basis) on C16H9BrF6N4OSSbV as an isolated structure in a non-equilibrium geometry.

The calculation puts the HOMO-LUMO gap (spin up / spin down) at 0.179 / 0.142 Ha. Its spin multiplicity is 4. The net charge is +1. Its max |F| is 4.9 eV/A.

Each line ends with the Mulliken charge.
Geometry (Å):
V (5.9068, 11.0922, 17.7139)  1.194
Br (4.8485, 7.2278, 6.2019)  -0.062
C (5.2191, 6.8214, 8.0460)  0.093
C (4.4472, 5.9956, 8.9104)  -0.419
C (4.9214, 5.6606, 10.1620)  -0.170
C (6.0642, 6.2034, 10.6828)  -0.016
C (6.8319, 6.9523, 9.8550)  0.076
C (6.4827, 7.3251, 8.5479)  -0.743
N (6.2364, 6.2483, 12.0393)  -0.310
N (6.8367, 7.3355, 12.4558)  0.262
C (6.6206, 7.7314, 13.7062)  0.482
C (6.1751, 6.7461, 14.6839)  -0.726
C (5.8631, 7.2040, 15.9404)  -0.465
C (6.1771, 8.5926, 16.2683)  0.942
O (5.7921, 9.0325, 17.4093)  -0.644
C (6.6884, 9.4440, 15.2809)  0.213
N (6.7044, 10.7300, 15.6469)  -0.022
C (6.9940, 11.6851, 14.6557)  -0.406
C (7.6119, 11.3216, 13.4274)  -0.846
C (7.5039, 9.9803, 13.0932)  -0.379
C (6.9404, 9.0824, 14.0077)  0.499
H (3.4509, 5.5820, 8.6954)  0.403
H (4.3992, 5.0303, 10.8888)  0.410
H (7.7279, 7.3017, 10.3523)  0.484
H (7.0648, 7.9273, 7.8947)  0.487
H (6.0657, 5.6972, 14.2840)  0.507
H (5.3168, 6.5598, 16.6464)  0.465
H (6.7452, 12.6956, 14.9037)  0.553
H (8.1774, 12.0296, 12.8545)  0.470
H (8.0035, 9.5505, 12.2465)  0.512
F (5.5010, 12.6917, 16.9916)  -0.497
Sb (4.7975, 11.1859, 22.2159)  1.650
F (6.7501, 11.4011, 21.9601)  -0.569
F (4.8879, 9.3707, 22.8199)  -0.549
F (7.6979, 11.6521, 18.1547)  -0.576
F (4.9510, 10.9653, 19.3791)  -0.523
F (4.6265, 12.2638, 23.8240)  -0.566
S (3.1827, 10.7208, 16.6077)  -0.104
C (3.3543, 10.1324, 15.0490)  0.373
N (3.6163, 9.7135, 13.9907)  -0.483

Cartesian forces, eV/Å:
V 0.7 2.2 1.9
Br -0.2 -0.4 1.5
C 1.2 0.1 0.4
C -0.4 -0.3 -0.4
C -1.5 -1.3 0.5
C -1.0 -0.6 0.3
C 2.1 2.7 -2.1
C -2.0 -2.0 1.2
N 1.8 2.6 -1.0
N -2.0 -2.9 1.5
C 1.2 -0.9 -1.0
C -0.6 0.1 0.6
C 0.2 -1.3 -1.3
C -2.7 -1.5 3.8
O 1.2 -0.2 -2.4
C 0.3 3.3 0.3
N -0.2 2.2 -2.1
C 0.2 -2.2 1.6
C -0.9 -1.2 1.5
C 0.7 0.4 0.6
C 0.5 -0.7 -1.0
H 0.7 0.4 -0.5
H -0.5 0.1 -0.8
H 0.3 0.3 -0.7
H 0.6 0.4 -0.1
H -0.1 1.3 0.9
H 0.6 0.5 -0.1
H 0.2 0.4 0.4
H -0.3 0.3 -0.4
H -0.2 0.2 -0.6
F 0.2 -1.0 0.5
Sb 1.2 0.7 -0.1
F -1.7 -0.3 0.4
F 0.1 0.5 0.2
F -2.9 -1.3 -0.8
F 1.4 0.0 -2.6
F 0.3 -0.8 -0.5
S 0.6 -0.1 -0.1
C 0.7 -0.1 -0.1
N -0.1 0.1 0.6



Q: What is the net charge in the second record?
A: -1



Q: net charge of number 3 (C6H44FN2O16)?
A: -1



Q: Number 3 is which compound?
A: C6H44FN2O16